# 1
Computed, not measured: a cluster of 2 separate species, C10H19NO2S in total, with wB97M-V/def2-TZVPD.

* E_LUMO: 0.6 eV
* HOMO: -8.36 eV
* multiplicity: 1
* gap between HOMO and LUMO: 8.9 eV

Atoms and positions in Å:
C: -2.745335 -1.920482 -0.309119
C: -1.328171 -2.338450 -0.510492
C: -2.709190 -0.473769 0.044510
C: -0.526624 -1.533342 0.557119
C: -0.218213 2.078338 1.777227
C: -1.491488 -0.299836 0.986307
C: -0.256131 1.905255 0.287135
C: -0.724179 0.943611 0.996756
C: -0.050600 1.787486 -2.233363
C: -0.037383 2.661438 -0.934435
N: 3.965617 -0.690894 1.632750
O: 3.452269 -1.675504 -0.756804
O: 3.809687 0.916187 -0.070556
S: 3.028016 -0.230954 0.282915
H: -3.347651 -2.213931 -1.097091
H: -3.019954 -2.395499 0.621130
H: -1.275512 -3.338534 -0.560681
H: -1.022574 -2.020251 -1.461235
H: -2.797460 0.244796 -0.759850
H: -3.511052 -0.215666 0.740680
H: -0.160455 -1.947320 1.397530
H: 0.257317 -0.996398 -0.014620
H: 0.861819 2.045816 2.222370
H: -0.829427 2.843833 2.089019
H: -1.715150 -0.532814 2.080870
H: 3.663460 -1.251867 -1.595461
H: -0.583139 2.175404 -3.022041
H: -0.303879 0.721903 -1.977543
H: 0.984267 1.763536 -2.533364
H: -0.845978 3.448590 -0.806081
H: 1.031628 3.012639 -0.814898
H: 4.941590 -1.014692 1.486084
H: 3.503877 -1.458629 2.255232

Cartesian forces, eV/Å:
0.9 0.2 1.9
0.2 3.1 1.3
-0.6 1.5 1.8
-1.3 3.2 -4.0
4.0 -0.6 -0.3
1.1 -2.5 1.1
0.0 -0.7 0.2
-1.0 -0.4 -1.0
1.3 -1.3 2.9
0.5 0.1 0.0
-1.5 -2.7 1.9
-0.5 2.2 1.3
0.0 1.0 -1.9
2.0 -2.8 1.3
-1.5 -0.4 -1.5
-0.7 -0.6 0.2
0.6 -3.8 0.5
0.7 0.7 -1.5
0.5 0.1 -0.4
-0.6 0.0 -0.5
1.3 -2.0 2.6
0.1 -0.7 0.6
-2.0 0.1 -0.3
-1.4 1.6 1.5
-0.5 0.3 -1.4
0.1 -0.1 -0.4
-1.6 0.7 -1.7
-0.2 1.1 -0.4
0.4 -0.2 -0.4
1.3 -0.3 -0.9
-1.4 0.6 -0.3
-0.9 0.6 -0.6
0.8 1.8 -1.6

# 2
Computed, not measured: a structure of composition C15H38AlBClN2O5P, with wB97M-V/def2-TZVPD.

* E_LUMO: 3.5 eV
* charge: -2
* HOMO: 0.60 eV
* multiplicity: 1
* gap between HOMO and LUMO: 2.9 eV

Atoms and positions in Å:
C: 0.720641 0.051984 0.129493
C: 1.868894 0.283983 1.097851
O: 1.715623 1.511229 1.774771
B: 2.513100 2.607580 1.469323
O: 3.150150 2.557789 0.207567
Al: 2.772555 4.343325 2.728973
C: 1.882468 6.038987 1.953869
O: 2.615885 6.897640 1.401818
O: 0.623113 6.082228 2.057266
P: 1.936481 3.972145 4.958082
O: 2.710334 5.214500 5.752883
Cl: 3.077659 2.262750 5.687102
H: 0.410790 0.988864 -0.321802
H: -0.142755 -0.384872 0.626790
H: 1.037853 -0.631303 -0.659275
H: 2.816880 0.188287 0.573947
H: 1.855603 -0.499306 1.859536
H: 4.094509 2.622082 0.374364
H: 4.400604 4.569440 2.916688
H: 3.362222 5.607267 5.158663
C: 1.009184 -4.781868 -3.580981
C: 2.078234 -4.921602 -2.507318
N: 1.746398 -4.225266 -1.282574
C: 2.862991 -4.096606 -0.364327
C: 3.447232 -5.376904 0.248524
C: 0.469672 -4.571593 -0.689248
C: 0.213639 -6.040952 -0.318414
H: 0.787352 -3.731068 -3.768433
H: 1.361470 -5.229915 -4.511663
H: 0.082200 -5.286879 -3.307051
H: 3.006840 -4.486046 -2.885844
H: 2.282660 -5.995670 -2.350817
H: 2.564289 -3.419596 0.438848
H: 3.662270 -3.576040 -0.899894
H: 2.799569 -5.795246 1.018249
H: 4.403268 -5.147664 0.722665
H: 3.629743 -6.145908 -0.504080
H: -0.318906 -4.256947 -1.376930
H: 0.328772 -3.944967 0.193495
H: 0.529647 -6.723468 -1.109634
H: -0.855736 -6.196075 -0.160602
H: 0.719630 -6.329149 0.601916
C: -3.181495 2.395955 -3.042041
C: -3.874553 1.885301 -1.787414
N: -3.059348 2.014941 -0.600727
C: -3.570894 1.277120 0.534928
C: -4.928340 1.683781 1.127934
C: -2.549817 3.351243 -0.317817
C: -3.569392 4.483735 -0.139111
H: -2.211587 1.914332 -3.168739
H: -3.794415 2.173748 -3.918461
H: -3.028195 3.474527 -3.015216
H: -4.090282 0.820051 -1.920189
H: -4.854070 2.389306 -1.697146
H: -2.814875 1.308286 1.322441
H: -3.637545 0.223686 0.238259
H: -4.862616 2.609268 1.697753
H: -5.273052 0.906322 1.814061
H: -5.692464 1.805169 0.357861
H: -1.867430 3.628558 -1.122582
H: -1.916397 3.288933 0.567774
H: -4.349337 4.460059 -0.904946
H: -3.057265 5.443142 -0.218553
H: -4.049660 4.457368 0.838133

Cartesian forces, eV/Å:
0.1 -0.2 -0.1
-0.5 -0.2 0.1
0.2 -0.1 0.0
-0.2 0.3 0.3
0.2 -0.9 0.0
0.3 0.3 -0.6
-0.1 -0.1 0.2
0.1 0.1 -0.1
-0.2 0.0 0.0
-0.6 -0.1 0.3
0.1 0.2 0.0
0.2 -0.1 0.0
0.0 0.1 -0.1
-0.2 0.0 0.1
-0.1 -0.1 -0.1
0.2 0.3 -0.1
0.0 -0.1 0.1
0.0 0.6 -0.2
0.0 -0.1 0.2
0.2 0.0 0.0
0.0 0.0 0.0
0.0 -0.1 -0.1
0.0 -0.1 0.1
0.1 0.1 0.1
0.0 0.0 0.0
-0.3 0.0 0.0
0.0 0.0 0.1
0.0 0.0 0.0
0.0 0.0 0.0
0.0 0.0 0.0
0.0 0.0 0.0
0.0 0.0 0.0
-0.1 0.0 0.0
0.0 0.0 -0.1
0.0 0.0 0.0
0.0 0.0 0.0
0.0 0.0 0.0
0.0 0.0 -0.1
0.1 0.0 0.0
0.0 0.0 0.0
0.0 0.0 0.0
0.1 0.0 0.0
-0.1 0.0 -0.1
0.0 0.1 0.0
-0.1 0.0 0.0
0.1 -0.2 0.1
0.0 0.0 0.0
0.2 0.2 0.0
0.0 0.0 0.0
0.0 0.0 0.0
0.0 0.0 0.0
0.0 0.0 0.0
0.0 0.0 0.1
0.0 0.0 0.0
0.0 0.1 0.0
0.0 0.0 -0.1
0.0 0.0 -0.1
0.0 0.0 0.0
0.0 0.0 0.0
0.0 0.0 0.0
0.0 0.0 0.0
0.0 0.0 0.0
0.0 0.0 0.0
0.0 0.0 0.0

# 3
Computed, not measured: an isolated molecule of C4H5N3O2S, with wB97M-V/def2-TZVPD.

* E_LUMO: -1.8 eV
* HOMO: -8.73 eV
* multiplicity: 1
* gap between HOMO and LUMO: 6.9 eV

Atoms and positions in Å:
C: 2.394353 -0.418857 0.221043
C: -0.958974 -1.099601 -0.495780
C: 0.948408 -0.037687 0.475699
C: 0.011825 0.035151 -0.699002
N: -2.674166 -2.280337 0.586673
N: -0.731501 1.316041 -0.735844
N: -1.716102 -1.580706 0.250080
O: 0.593347 -0.111177 1.661997
O: 2.923992 -0.852016 1.386558
S: 3.254560 -0.381228 -1.173590
H: 0.532198 0.060792 -1.753080
H: -2.573385 -3.014301 1.283962
H: -1.162719 1.260173 -1.668732
H: -1.570469 1.500982 -0.087968
H: 2.073407 -0.677627 2.123942

Cartesian forces, eV/Å:
1.8 -0.6 1.3
2.4 1.1 -1.0
0.0 -1.2 1.5
-1.7 1.1 -0.9
-1.7 0.4 0.6
-1.6 0.7 -0.3
-0.6 -2.1 -0.2
0.1 0.8 -2.2
-2.9 1.1 0.9
-0.9 0.1 0.7
-0.6 -0.7 2.5
0.9 0.4 0.0
0.1 0.6 0.5
2.0 -1.1 -0.8
2.6 -0.5 -2.5

# 4
Computed, not measured: a cluster of 2 separate species, C2H2Cl2O2S in total, with wB97M-V/def2-TZVPD.

* E_LUMO (spin up / spin down): -1.6 / -1.6 eV
* HOMO (spin up / spin down): -9.81 / -9.80 eV
* multiplicity: 1
* gap between HOMO and LUMO (spin up / spin down): 8.2 / 8.2 eV

Atoms and positions in Å:
C: -0.469389 1.018686 0.111022
C: 1.362402 -0.103210 -0.353380
O: -2.762466 0.128979 0.845162
O: -1.592377 -1.279734 -0.771866
S: -1.562158 -0.294534 0.215875
Cl: 2.724296 0.823464 0.287411
Cl: 1.047257 -1.683763 0.164136
H: -0.325679 1.502587 1.014802
H: 1.578111 -0.112472 -1.513161

Cartesian forces, eV/Å:
2.2 -5.0 -2.7
-1.7 2.9 -2.5
-0.8 -0.4 1.0
0.1 -1.7 -1.4
0.4 4.6 0.2
-0.5 -0.5 0.4
1.1 -1.0 0.8
0.3 1.1 1.8
-1.1 0.2 2.4

Calculated values (g/mol) of molar mass for the records, taken in order: 217.334 430.699 159.170 161.009.
Calculated values (eV) of E_tot for the records, taken in order: -27093.34627 -58475.99931 -23624.66090 -42075.79491.
Calculated values (kJ/mol) of relative energy (zero: lowest compared OMol25 entry of this formula, charge and spin) for the records, taken in order: 594.9 21.2 432.6 517.0.